Record 1
DFT (ωB97M-V with the def2-TZVPD basis set) results for a 2-piece molecular cluster, C4H12 overall at a distorted geometry.

```
! RIJCOSX wB97M-V def2-TZVPD def2/J DEFGRID3
* xyz 0 1
C -0.08 2.50 -0.70
C -0.73 1.28 -0.03
H -0.01 2.38 -1.78
H -0.56 3.45 -0.44
H 0.96 2.59 -0.38
H -1.49 0.86 -0.69
H 0.00 0.57 0.34
H -1.17 1.60 0.92
C 0.46 -1.94 -0.41
C 0.35 -1.84 1.11
H -0.33 -1.50 -1.04
H 1.29 -1.41 -0.88
H 0.49 -3.00 -0.66
H -0.59 -2.26 1.47
H 1.22 -2.36 1.51
H 0.44 -0.83 1.49
*
```

Calculated values
**HOMO level**: -11.62 eV
**Electronic energy**: -159.56983 Ha
**SMILES string**: CC.CC
**LUMO**: 0.0436 Ha

=====

Record 2
DFT (ωB97M-V with the def2-TZVPD basis set) results for a 2-piece molecular cluster, C3H11N2O overall at a distorted geometry.

```
! RIJCOSX wB97M-V def2-TZVPD def2/J DEFGRID3
* xyz 1 1
C 0.07 1.10 -0.85
C 1.75 -0.39 0.40
C -0.51 -0.02 1.14
N -0.07 -1.11 -0.85
N 0.34 -0.10 -0.05
O -2.50 -0.09 -0.04
H 0.61 1.03 -1.81
H -1.07 1.09 -1.05
H 0.55 1.94 -0.44
H 2.15 -1.01 -0.37
H 2.22 0.51 0.59
H 1.94 -0.98 1.31
H -0.72 -0.87 1.75
H -0.69 0.99 1.56
H -0.30 -1.94 -0.34
H -0.97 -0.91 -1.25
H -2.81 0.75 0.30
*
```

Calculated values
**HOMO level (alpha / beta)**: -15.05 / -15.05 eV
**Electronic energy**: -305.18694 Ha
**LUMO (alpha / beta)**: -0.2301 / -0.2300 Ha

=====

Record 3
DFT (ωB97M-V with the def2-TZVPD basis set) results for a 2-piece molecular cluster, C4H8ClNO2 overall at a distorted geometry.

```
! RIJCOSX wB97M-V def2-TZVPD def2/J DEFGRID3
* xyz 0 1
C -0.74 -0.92 -1.53
C -0.65 1.60 1.42
C -1.34 -0.03 -0.38
C -0.55 1.12 0.18
N 2.54 -1.25 0.15
O 2.34 -0.61 1.38
O 3.65 -1.61 0.01
Cl 0.30 2.13 -0.92
H -1.42 -1.60 -2.10
H -0.14 -0.44 -2.20
H -0.04 -1.51 -1.13
H -1.14 1.10 2.28
H 1.34 -0.24 1.43
H -0.37 2.62 1.75
H -2.19 0.36 -0.80
H -1.58 -0.72 0.46
*
```

Calculated values
**HOMO level**: -9.85 eV
**Electronic energy**: -822.49054 Ha
**SMILES string**: C=C(Cl)CC.O=NO
**LUMO**: 0.0139 Ha

=====

Record 4
DFT (ωB97M-V with the def2-TZVPD basis set) results for CH2BrNO3 as an isolated structure at a distorted geometry.

```
! RIJCOSX wB97M-V def2-TZVPD def2/J DEFGRID3
* xyz 0 1
C -0.12 0.24 0.37
N 0.01 0.20 -1.04
O -1.02 0.30 -1.73
O 1.09 0.10 -1.49
O 1.09 0.20 0.86
Br -1.40 -1.94 0.56
H -0.80 0.88 0.71
H 1.14 0.03 1.76
*
```

Calculated values
**HOMO level**: -10.34 eV
**Electronic energy**: -2893.62364 Ha
**LUMO**: -0.0874 Ha

=====

Record 5
DFT (ωB97M-V with the def2-TZVPD basis set) results for a 12-piece molecular cluster, H24O12 overall at a distorted geometry.

```
! RIJCOSX wB97M-V def2-TZVPD def2/J DEFGRID3
* xyz 0 1
H 0.11 -0.58 -0.84
H -0.57 0.59 -0.09
H 1.64 0.51 -0.64
H 1.11 1.82 -1.19
H -3.21 -0.54 0.33
H -2.61 0.11 1.48
H 4.24 -1.46 -1.63
H 4.87 -0.80 -2.84
H -1.35 5.01 -2.93
H -2.23 4.09 -2.09
H 2.48 0.09 2.67
H 3.44 0.92 1.97
H -0.96 3.30 2.94
H -1.42 2.35 4.11
H 0.76 -4.43 -1.57
H 0.10 -4.15 -0.15
H -3.57 -1.38 -1.51
H -2.59 -1.88 -2.54
H -4.55 2.30 0.15
H -3.89 3.50 0.77
H 0.00 -2.66 1.36
H 0.30 -3.75 2.43
H 3.26 -2.56 0.45
H 3.74 -1.21 0.13
O -0.18 0.30 -0.91
O 1.61 1.05 -1.49
O -2.35 -0.45 0.79
O 4.80 -1.65 -2.39
O -1.53 4.66 -2.05
O 2.59 1.00 2.38
O -0.91 3.12 3.85
O 0.63 -3.75 -0.81
O -3.01 -1.07 -2.23
O -4.47 3.19 0.08
O -0.32 -3.47 1.81
O 4.07 -2.13 0.17
*
```

Calculated values
**HOMO level**: -8.85 eV
**Electronic energy**: -917.12120 Ha
**SMILES string**: O.O.O.O.O.O.O.O.O.O.O.O
**LUMO**: -0.0202 Ha

=====

Record 6
DFT (ωB97M-V with the def2-TZVPD basis set) results for C14H18N5O5SZr as an isolated structure at a distorted geometry.

```
! RIJCOSX wB97M-V def2-TZVPD def2/J DEFGRID3
* xyz 1 1
Zr -0.03 -0.18 0.53
O 1.80 -1.42 -0.09
C 1.71 -2.87 -0.02
C 0.40 -3.26 0.65
N -0.69 -2.34 0.25
C -1.05 -2.35 -1.18
C -1.49 -0.92 -1.61
O -1.61 -0.66 -2.78
O -1.64 -0.09 -0.61
C -1.88 -2.52 1.12
C -1.78 -1.61 2.37
O -2.28 -1.93 3.41
O -1.13 -0.50 2.12
H 2.60 -1.11 0.36
H 1.79 -3.25 -1.03
H 2.54 -3.27 0.56
H 0.16 -4.30 0.41
H 0.51 -3.17 1.73
H -0.22 -2.65 -1.81
H -1.88 -3.03 -1.39
H -2.77 -2.18 0.59
H -2.02 -3.56 1.42
C -0.28 4.20 0.28
C 0.00 2.76 0.02
N 0.15 1.90 0.97
N 0.08 2.22 2.28
C 0.69 1.33 3.06
N 0.55 1.47 4.37
S 1.74 0.07 2.47
C 0.25 2.20 -1.32
C 0.02 2.90 -2.50
C 0.37 2.32 -3.71
C 0.97 1.07 -3.71
C 1.14 0.42 -2.50
N 0.78 0.95 -1.33
H 0.21 4.48 1.21
H 0.08 4.84 -0.52
H -1.35 4.36 0.41
H -0.10 2.14 4.75
H 1.02 0.83 4.99
H -0.43 3.88 -2.47
H 0.19 2.84 -4.64
H 1.27 0.59 -4.63
H 1.59 -0.56 -2.46
*
```

Calculated values
**HOMO level**: -11.49 eV
**Electronic energy**: -1639.47394 Ha
**LUMO**: -0.1510 Ha

=====

Record 7
DFT (ωB97M-V with the def2-TZVPD basis set) results for a 2-piece molecular cluster, C9H10N3O overall at a distorted geometry.

```
! RIJCOSX wB97M-V def2-TZVPD def2/J DEFGRID3
* xyz 1 1
C 0.95 0.94 2.24
C -0.06 0.24 2.77
C 1.06 1.23 0.78
C -1.12 -0.28 1.94
C -0.09 0.73 -0.05
C -1.12 -0.03 0.62
C -2.16 -0.33 -1.52
C 1.94 -1.77 -1.66
C -0.18 0.94 -1.38
N -2.16 -0.51 -0.22
N -1.24 0.39 -2.11
N 3.06 -1.60 -1.33
O 0.80 -1.68 -1.88
H 1.74 1.34 2.86
H -0.10 0.04 3.83
H 1.19 2.31 0.63
H -1.91 -0.85 2.40
H -2.96 -0.76 -2.12
H 0.55 1.50 -1.94
H -2.89 -1.05 0.23
H -1.22 0.49 -3.12
H 1.99 0.78 0.40
H 3.93 -2.09 -1.37
*
```

Calculated values
**HOMO level**: -11.07 eV
**Electronic energy**: -588.21586 Ha
**LUMO**: -0.1314 Ha

=====

Record 8
DFT (ωB97M-V with the def2-TZVPD basis set) results for C24H21IrN9O2S as an isolated structure.

```
! RIJCOSX wB97M-V def2-TZVPD def2/J DEFGRID3
* xyz 1 1
Ir 0.40 -0.75 1.55
N -0.72 2.63 3.94
C -0.25 1.75 3.05
S 0.20 0.17 3.64
N -0.15 2.15 1.81
N 0.38 1.20 0.95
C 0.75 1.60 -0.23
C 0.79 2.99 -0.72
C 1.18 4.07 0.07
C 1.23 5.34 -0.47
C 0.88 5.56 -1.80
C 0.50 4.49 -2.60
C 0.47 3.21 -2.07
C 1.25 0.52 -1.12
C 2.48 0.47 -1.61
C 3.24 -0.76 -1.89
C 3.62 -1.57 -0.89
C 3.30 -1.35 0.55
N 2.16 -0.99 0.93
H -0.76 2.39 4.92
H -0.83 3.59 3.68
H 1.45 3.91 1.10
H 1.54 6.17 0.15
H 0.91 6.56 -2.21
H 0.23 4.65 -3.63
H 0.19 2.38 -2.70
H 3.02 1.41 -1.63
H 3.66 -0.91 -2.88
H 4.32 -2.37 -1.11
H 4.14 -1.49 1.24
C -0.08 -1.81 -3.17
C -0.47 -1.04 -1.96
O 0.44 -0.65 -1.12
N -1.71 -0.85 -1.64
C -2.22 0.02 -0.56
C -2.64 -0.72 0.69
C -3.96 -1.08 0.82
C -4.39 -1.79 1.93
C -3.45 -2.11 2.89
C -2.15 -1.69 2.71
N -1.73 -1.00 1.65
H 0.99 -1.74 -3.31
H -0.61 -1.44 -4.05
H -0.35 -2.86 -3.02
H -2.40 -1.32 -2.22
H -3.09 0.52 -0.97
H -1.47 0.77 -0.34
H -4.66 -0.81 0.04
H -5.43 -2.08 2.03
H -3.71 -2.67 3.77
H -1.39 -1.94 3.44
O 0.48 -2.79 1.88
N -0.07 -3.29 0.79
C 0.51 -4.35 0.33
C 1.72 -4.90 0.87
N 2.72 -5.29 1.28
C -0.04 -4.87 -0.89
N -0.44 -5.21 -1.91
*
```

Calculated values
**HOMO level (alpha / beta)**: -10.28 / -10.28 eV
**Electronic energy**: -2072.58747 Ha
**LUMO (alpha / beta)**: -0.1308 / -0.1308 Ha

=====

Look up the electronic energy of the eighth one. -2072.58747 Ha